Record 1
16
Properties=species:S:1:pos:R:3:forces:R:3:mulliken_charge:R:1 method="wB97M-V/def2-TZVPD" homo_lumo_gap_ev=8.2 e_lumo_ev=0.7 relative_energy_kcal_mol=177.3 multiplicity=1
H 0.309 1.622 1.814 0.0 0.1 -0.3 0.3377
H 2.229 0.516 -1.087 -0.5 0.9 0.5 0.2532
H -1.302 0.879 1.675 0.0 0.1 -0.1 0.3864
N -1.005 -0.430 -0.832 -0.2 2.9 1.0 -0.3310
H -2.548 -1.682 -0.743 0.1 -0.1 0.0 0.2803
C -1.776 -1.182 -0.163 1.6 -0.1 -0.3 -0.2738
H 2.085 -0.044 0.623 -0.7 -0.7 -0.1 0.2212
C 1.685 -0.149 -0.399 0.8 -3.5 -4.5 -0.0980
N -0.007 0.640 -0.011 -1.1 -1.0 -0.4 0.2804
H 1.357 -1.625 -1.982 0.4 1.6 0.0 0.1780
N 1.338 -1.316 -1.017 0.7 0.6 4.0 -0.7170
H -1.561 -1.554 0.838 -0.4 0.5 0.3 0.2795
H 0.174 -0.111 1.902 -0.1 -0.2 0.0 0.4154
O -0.224 1.926 -0.564 -0.8 -0.8 -0.2 -0.4609
C -0.248 0.771 1.424 0.0 -0.4 0.0 -1.1230
H -0.506 1.738 -1.477 0.2 0.0 0.1 0.3716

=====

Record 2
18
Properties=species:S:1:pos:R:3:forces:R:3:mulliken_charge:R:1 method="wB97M-V/def2-TZVPD" homo_lumo_gap_ev=11.9 e_lumo_ev=-3.0 relative_energy_kcal_mol=8.2 multiplicity=1 charge=+1
H -0.147 0.163 -1.141 0.4 -0.2 0.0 0.1920
C -0.100 1.196 1.987 0.5 -1.0 -0.3 -0.3430
H -0.446 0.407 2.671 -0.2 0.5 0.1 0.3010
H -0.513 -3.655 -0.916 0.1 0.1 -0.3 0.3365
H -0.715 -0.923 -0.116 0.7 -0.3 0.3 0.4120
H -0.254 2.207 2.337 -0.3 0.1 0.4 0.3521
O 0.390 0.158 -2.887 -0.3 0.3 -0.3 -0.6667
O 0.149 -2.973 -0.732 -0.4 0.0 0.7 -0.6731
N -0.140 -0.075 -0.136 -1.2 0.3 -0.9 -0.1972
H -0.569 1.938 0.056 0.0 0.3 -0.1 0.3154
H 0.824 -0.224 -3.662 0.0 -0.1 0.3 0.3071
H -0.160 0.860 -3.257 0.1 0.0 -0.1 0.3117
C -0.772 1.046 0.631 0.8 0.4 -0.1 -0.5084
O 1.298 0.975 1.742 -0.3 0.2 0.0 -0.5521
H -1.841 0.907 0.656 -0.2 -0.2 0.2 0.3443
H 1.803 1.355 2.468 0.1 -0.1 -0.1 0.3287
H 0.846 -0.215 0.097 -0.1 -0.2 0.4 0.3993
H 0.347 -3.147 0.201 0.2 -0.1 -0.2 0.3403

=====

Record 3
55
Properties=species:S:1:pos:R:3:forces:R:3:mulliken_charge:R:1 method="wB97M-V/def2-TZVPD" homo_lumo_gap_ev=8.4 e_lumo_ev=0.3 multiplicity=1
H 0.729 0.786 -4.755 0.2 0.2 0.2 0.3878
H 0.634 0.193 1.304 0.0 0.2 -0.1 -0.5339
C 2.826 -0.978 -5.147 0.1 0.0 -0.3 -0.2180
C 2.659 1.053 3.976 -0.4 -0.4 -0.1 -1.4622
H -2.845 2.872 3.087 -0.1 0.1 0.3 0.4446
N 1.728 -1.029 -4.187 0.3 0.2 0.3 0.2369
H -2.062 2.525 0.833 0.0 -0.1 -0.3 0.5219
H -1.871 -0.224 -2.140 0.0 0.0 0.0 0.3236
H 2.762 2.125 3.857 0.1 0.2 0.1 0.3292
H -2.199 -3.995 0.190 0.1 0.2 -0.1 0.1194
C 1.331 0.856 1.815 0.3 0.3 0.4 0.3249
O -4.113 -1.634 2.958 0.6 0.5 -0.9 -0.5315
H 0.996 2.460 0.452 0.1 0.0 -0.2 0.3419
H 2.649 0.785 5.028 0.0 0.2 0.2 0.4120
C 1.404 0.505 3.298 0.3 -0.4 -0.1 -0.1487
H -4.507 1.764 1.981 -0.1 -0.1 -0.2 0.3733
H -4.282 0.722 3.360 -0.1 -0.3 0.0 0.3937
H -0.460 3.824 1.685 0.0 0.3 0.3 0.4207
N -2.533 -1.970 1.266 0.0 0.1 0.4 0.1935
C -2.545 1.868 2.797 0.3 -0.4 -0.3 -0.7970
N -0.103 -0.450 -3.211 0.2 0.2 0.4 0.2645
C 0.305 -1.640 -2.632 -0.2 0.1 0.0 -0.7363
H -0.303 2.875 3.159 0.1 0.1 0.2 0.5075
P -0.983 -1.987 2.016 0.5 -0.8 -0.1 0.8056
C -3.804 1.090 2.460 -0.7 1.0 0.1 -0.8229
H -0.106 -1.641 0.976 -0.3 0.3 0.0 -0.0379
H -0.286 -2.089 -1.854 0.1 -0.1 0.0 0.5721
H -1.039 1.294 -2.535 0.0 0.0 0.0 0.3311
H 3.366 -0.042 -4.993 0.0 0.0 0.0 0.3129
C 1.451 -2.003 -3.240 0.0 -0.1 -0.2 -0.3835
H -2.045 1.409 3.649 0.1 0.0 0.1 0.2553
H 4.545 -2.075 -5.786 0.0 0.0 0.0 0.3850
C -1.303 0.304 -2.903 -0.1 0.0 -0.2 -0.9703
C -0.329 2.817 2.074 0.0 -0.2 -0.3 -0.9815
H 1.472 -0.581 3.375 -0.1 -0.2 0.1 0.3341
H 4.257 -2.185 -4.050 0.0 0.0 0.0 0.3613
H -1.896 0.393 -3.811 0.0 0.0 0.0 0.3532
O -3.561 0.036 1.523 0.7 -0.3 0.3 -0.2776
H 2.374 -0.943 -6.139 -0.1 0.0 0.0 0.3668
C -1.555 2.004 1.643 -0.2 0.2 0.2 0.2637
H -1.293 1.019 1.266 0.1 -0.1 0.0 -0.1547
H 3.248 -3.100 -5.179 0.0 0.0 -0.1 0.3753
O -0.547 -3.262 2.601 -0.1 -0.1 0.2 -0.7180
C 3.771 -2.155 -5.027 -0.1 -0.1 0.2 -1.4268
H 2.093 -2.852 -3.105 -0.1 0.0 0.1 0.4695
H 2.314 0.648 1.392 0.1 -0.1 -0.2 0.4392
H 3.518 0.547 3.541 0.3 0.2 -0.1 0.3261
H 0.506 0.790 3.843 -0.2 0.2 0.0 0.1305
C 1.009 2.316 1.534 -0.4 0.0 -0.3 -1.1042
S -3.177 -3.584 1.004 -0.2 -0.2 0.1 -0.1058
F -0.275 -0.208 -5.962 0.0 -0.2 0.1 -0.7902
C -3.482 -1.198 2.021 -0.7 -0.5 0.5 0.3274
C 0.773 -0.101 -4.149 -0.4 -0.2 -0.6 -0.2204
H 1.794 2.966 1.911 0.2 0.0 0.1 0.3570
H -1.013 -0.918 2.929 -0.2 0.3 -0.3 0.0598

=====

Record 4
9
Properties=species:S:1:pos:R:3:forces:R:3:mulliken_spin:R:1 method="wB97M-V/def2-TZVPD" homo_lumo_gap_ev="5.4 / 5.6" e_lumo_ev="-7.3 / -7.5" relative_energy_kcal_mol=105.6 multiplicity=5 charge=+1
O 2.515 -0.352 0.231 -1.7 -0.2 -0.1 0.0123
C -0.789 -0.307 -0.216 1.1 0.4 0.4 -0.0058
H -1.468 -0.420 -1.082 -0.2 0.3 0.3 -0.0120
C 1.501 -1.075 0.239 2.2 0.2 0.9 -0.0838
Cr 1.277 1.505 -0.269 -0.7 -1.7 0.3 4.1954
H -1.780 1.247 0.906 0.4 0.3 0.0 -0.0114
C -0.811 1.046 0.425 0.1 -1.6 -1.2 -0.0241
H -1.011 -1.140 0.481 -0.2 0.3 0.0 0.0049
O 0.566 -0.504 -0.716 -1.0 2.0 -0.8 -0.0753

=====

Record 5
74
Properties=species:S:1:pos:R:3:forces:R:3:mulliken_spin:R:1 method="wB97M-V/def2-TZVPD" homo_lumo_gap_ev="9.6 / 8.4" e_lumo_ev="-4.5 / -5.8" relative_energy_kcal_mol=21.2 multiplicity=3 charge=+2
H -2.702 -3.429 -3.477 0.3 0.0 -1.0 -0.0003
O 0.468 1.278 -1.609 0.1 -0.3 0.6 0.0273
H -3.424 -2.694 0.500 -0.6 0.2 -0.1 0.0023
C 2.356 -0.345 -2.854 -0.6 0.5 -0.6 0.0090
N 0.416 2.860 -3.195 1.0 -0.2 -1.1 0.0038
C -2.763 1.445 0.784 0.0 1.9 1.2 -0.0579
H 0.663 4.375 -4.604 0.0 -0.1 0.0 0.0000
H 1.372 -1.979 4.632 0.2 0.6 0.4 0.0001
C 0.792 3.292 -4.570 -0.3 0.3 0.1 0.0009
H 0.125 -0.737 2.639 -0.3 -0.1 0.1 -0.0027
H 0.483 -1.425 7.004 0.1 0.6 0.1 0.0000
H 1.976 0.889 -5.457 -0.1 0.2 0.4 0.0001
H -3.789 -0.866 -1.341 0.2 -0.2 -0.3 -0.0087
H -1.389 -1.003 -2.719 -0.5 0.4 -0.4 0.0196
H 2.925 3.497 -4.085 -1.0 -0.5 -1.1 0.0001
H -2.980 1.359 -2.498 0.1 0.5 -1.0 0.0098
H -3.983 -2.818 -2.477 0.2 -0.5 0.1 -0.0005
H -0.570 -5.066 -1.175 -0.2 -0.6 -0.1 0.0000
H -1.881 -2.510 1.206 0.2 0.0 -0.2 0.0084
H 0.586 -3.817 -1.059 -0.1 0.3 0.2 -0.0001
N 1.918 1.009 -3.312 0.1 0.4 -0.6 0.0049
C -1.064 -1.222 -1.714 0.7 -0.1 0.4 -0.0655
H 2.528 -1.127 5.743 -0.3 -0.1 -0.2 -0.0001
H 3.492 1.152 -4.719 0.8 0.1 0.3 0.0001
H -3.408 -0.545 1.320 -0.2 -0.3 0.0 0.0122
C -2.939 1.223 -1.455 -0.9 -0.5 0.4 0.0062
C 2.842 -0.767 3.669 0.8 0.2 -1.9 -0.0010
C -0.354 -4.081 -1.552 1.4 -0.6 0.2 0.0009
H 3.424 -0.344 -2.669 0.2 0.1 -0.2 -0.0001
O 1.090 1.848 2.909 -0.1 0.0 -0.2 0.0017
H -3.372 -4.492 -2.329 -0.7 -1.5 0.4 -0.0001
H 2.557 3.242 -5.852 -0.1 0.0 0.2 0.0000
H 0.099 2.868 -5.338 0.5 0.1 0.6 0.0000
H 3.712 -1.444 3.769 -0.4 0.3 -0.2 0.0000
N 0.407 -0.841 0.563 0.0 0.9 1.2 -0.0747
O 0.215 1.712 0.848 -0.2 -0.2 0.6 0.0011
N -0.007 1.723 6.248 -0.1 -0.5 -0.4 0.0000
C 0.847 -0.370 1.917 0.1 0.9 -0.5 0.0117
H 2.956 -0.530 1.499 -0.4 -0.4 0.4 0.0011
H 2.133 -2.017 1.993 0.1 -1.0 -0.1 0.0003
H 1.215 -0.758 -0.029 0.5 0.0 -0.5 0.0059
H 0.037 -1.283 -1.859 -0.6 -0.3 0.2 -0.0234
H -0.067 -4.151 -2.595 -0.2 -0.1 -0.3 -0.0003
C -2.424 -3.087 0.445 0.3 0.9 0.4 0.0045
H 1.058 0.818 4.166 0.1 -0.3 0.6 -0.0011
C 0.735 1.225 1.911 -0.2 -1.3 -0.1 0.0013
C 2.253 2.955 -4.841 0.9 -0.1 1.3 0.0001
C 1.926 -1.028 4.826 -0.1 -0.7 0.1 0.0010
H 0.036 3.715 -1.327 -0.2 0.2 -0.6 -0.0016
N 0.474 -0.420 7.156 0.2 1.1 -2.1 0.0000
H 0.091 -0.065 7.995 -0.4 0.0 0.9 0.0000
N 1.036 0.110 4.959 -0.2 0.5 -0.7 0.0002
H -0.158 2.359 5.463 0.6 -0.6 0.2 0.0000
H -0.465 4.674 -2.738 -0.4 0.6 -0.3 0.0002
C -3.366 -0.005 -0.863 0.6 0.8 0.6 -0.0890
H 1.881 -0.626 -1.907 0.0 0.2 -0.6 -0.0002
H 3.243 0.273 3.685 -0.3 -0.7 0.3 0.0002
C -2.611 2.155 -0.442 -0.8 0.0 -0.1 0.0161
C -0.428 3.688 -2.337 1.0 -1.3 1.1 0.0134
H -2.498 -4.075 0.839 0.1 -1.0 0.1 0.0005
C -3.106 -3.493 -2.494 0.1 2.2 0.5 0.0000
C 2.225 -0.979 2.212 0.8 1.7 1.0 0.0030
H -2.628 1.876 1.791 0.1 -0.3 -0.8 -0.0001
Si -1.761 -2.973 -1.301 -0.3 1.0 -0.1 0.0034
H 2.129 -1.086 -3.658 0.1 0.5 0.7 -0.0003
H -2.442 3.213 -0.610 0.2 -0.4 0.4 0.0059
C 0.945 1.733 -2.689 -0.2 -1.1 -0.6 -0.0200
H 0.204 -1.819 0.628 -0.4 -0.7 -0.2 0.0096
H -0.582 1.956 7.035 -0.1 -0.2 0.3 0.0000
C 0.482 0.461 6.083 -0.4 -0.2 1.7 0.0001
Mo -1.058 0.538 -0.398 0.3 -0.7 -0.5 2.1199
C -3.227 0.160 0.533 0.1 -0.6 0.0 0.0519
C 2.468 1.452 -4.640 -1.3 -0.2 0.0 0.0001
H -1.373 3.182 -2.182 -0.3 0.6 -0.5 -0.0107

=====

Record 6
30
Properties=species:S:1:pos:R:3:forces:R:3:mulliken_charge:R:1 method="wB97M-V/def2-TZVPD" homo_lumo_gap_ev=8.1 e_lumo_ev=-0.2 relative_energy_kcal_mol=0.0 multiplicity=1
H 0.255 3.419 2.572 0.0 -0.1 0.3 0.2568
O 0.418 -0.866 1.012 0.7 -0.3 -1.6 -0.9778
Li -0.422 1.058 1.339 -0.1 -0.6 0.1 0.8836
H 2.211 -3.432 -0.944 -0.1 0.1 0.6 0.1394
H 0.748 -3.351 1.831 -0.2 0.3 -0.3 0.3069
N -1.251 2.398 -2.754 0.6 3.2 -2.5 -0.4612
H 1.653 -0.398 -0.221 0.1 0.7 0.1 0.4849
O -2.485 1.531 1.029 -0.2 0.1 0.1 -0.5471
H 0.045 3.566 1.080 -0.1 0.0 -0.3 0.2571
C -0.008 -1.254 2.121 -0.3 0.6 0.3 1.0799
N -1.896 0.391 -2.339 -1.6 -3.1 -1.0 -0.3622
O 3.724 -1.880 -1.960 1.4 0.0 -1.7 -0.7083
H -2.446 1.595 0.075 0.3 0.1 -0.3 0.2749
O -0.629 1.513 -0.830 0.6 -0.5 -0.3 -0.5507
C 0.130 -2.740 2.490 0.0 -0.1 0.9 -1.1514
H -0.735 3.240 -2.544 -0.1 -0.3 -0.2 0.2170
H 1.642 -2.305 0.312 -0.2 -0.1 -0.4 0.3096
H 0.568 -2.875 3.479 0.2 0.5 0.1 0.3007
C 2.845 -1.580 -1.191 0.3 -4.2 0.2 0.4099
N 2.514 -0.447 -0.748 -0.2 6.2 0.6 -0.2900
H -2.112 -0.418 -1.774 0.4 0.2 -0.1 0.2353
N 2.071 -2.500 -0.581 -0.6 -2.9 -0.3 -0.3557
H -2.310 0.495 -3.255 -0.1 -0.7 0.4 0.1391
H -0.826 -3.240 2.644 -0.3 0.2 -0.5 0.2672
O -0.533 -0.389 2.851 -0.5 -0.6 1.3 -0.8281
O 0.156 2.909 1.768 0.1 0.0 0.0 -0.5445
H -3.421 1.518 1.231 -0.1 -0.1 0.4 0.2491
C -1.144 1.379 -1.951 0.1 0.9 3.5 0.6655
H -1.790 2.333 -3.605 0.4 0.3 0.2 0.1282
H 3.028 0.331 -1.134 -0.4 0.2 0.4 0.1717

=====

For each record above, in turn, the calculated largest force on an atom values are 5.76 1.50 1.21 2.39 2.43 6.24 eV Å⁻¹.